[1]
The following is a quantum chemistry calculation of a molecular structure, C31H33N12O6SiTi, from the Open Molecules 2025 dataset.

Output
Kohn-Sham gap: 7.13 eV
Calculated total energy: -3448.83892 Ha
Net charge: -1
LUMO: 1.73 eV

Element x y z (Å)
Ti (0.32301, -0.15125, -0.22524)
C (-3.53838, -1.82288, 1.30370)
C (-4.33079, -1.85892, 0.15848)
C (-3.80953, -1.42104, -1.04368)
C (-2.49371, -0.95152, -1.09699)
C (-1.68518, -0.89922, 0.04281)
C (-2.23979, -1.34358, 1.24278)
C (-1.87194, -0.49945, -2.35390)
C (-2.58006, -0.41010, -3.58195)
C (-1.93266, -0.00368, -4.70133)
C (-0.54920, 0.29070, -4.64893)
C (0.18800, 0.68260, -5.78876)
C (1.52584, 0.93407, -5.69416)
C (2.17880, 0.78721, -4.45159)
C (1.48852, 0.41571, -3.33355)
C (0.09635, 0.17485, -3.40333)
N (-0.59541, -0.18574, -2.27740)
H (-3.94744, -2.16232, 2.24840)
H (-5.34851, -2.22600, 0.20703)
H (-4.42908, -1.45786, -1.93142)
H (-1.65074, -1.28732, 2.14836)
H (-3.63260, -0.64706, -3.60802)
H (-2.45507, 0.09111, -5.64642)
H (-0.33083, 0.77669, -6.73557)
H (2.08902, 1.23770, -6.56665)
H (3.24342, 0.96842, -4.38005)
H (2.00605, 0.28712, -2.39226)
N (2.68718, 2.65137, -0.38626)
C (3.20428, 1.42187, -0.05180)
N (4.47007, 1.21845, 0.26075)
N (4.53458, -0.11345, 0.48454)
N (3.38654, -0.66144, 0.31675)
N (2.49099, 0.29731, -0.04082)
C (1.40168, 2.84982, -0.79692)
N (0.94904, 4.01149, -1.24057)
N (-0.33654, 3.76442, -1.56613)
N (-0.63652, 2.53767, -1.35628)
N (0.45402, 1.90718, -0.83892)
H (3.30220, 3.44458, -0.36418)
O (1.31957, 1.74273, 2.29737)
C (0.90719, 0.62940, 2.55344)
O (0.39286, -0.21895, 1.71676)
C (0.95024, 0.12135, 3.97514)
C (1.37819, 0.97009, 4.98796)
C (1.42302, 0.52922, 6.30291)
C (1.04501, -0.76544, 6.61553)
C (0.62660, -1.59748, 5.59129)
C (0.57108, -1.17977, 4.27459)
N (0.22284, -2.97585, 5.92447)
O (0.29826, -3.32135, 7.08944)
O (-0.17993, -3.68254, 5.02524)
H (1.67591, 1.97287, 4.71183)
H (1.75535, 1.19423, 7.08891)
H (1.06968, -1.14003, 7.62802)
H (0.24867, -1.84902, 3.49176)
C (-0.95134, 4.16844, 1.89372)
N (-2.17428, 3.86630, 1.16267)
C (-2.76743, 4.88412, 0.31059)
C (-2.47499, 2.54954, 1.01239)
C (-3.65425, 2.20158, 0.13637)
O (-1.80418, 1.68561, 1.55714)
H (-0.85951, 5.24833, 1.98778)
H (-0.07161, 3.76247, 1.39379)
H (-0.98910, 3.72074, 2.88631)
H (-2.26950, 5.82942, 0.51169)
H (-3.83151, 5.01264, 0.52335)
H (-2.62850, 4.65778, -0.74788)
H (-4.50890, 2.85344, 0.31719)
H (-3.92734, 1.16615, 0.33139)
H (-3.34873, 2.29640, -0.90717)
C (2.03590, -4.17661, 0.16095)
Si (1.55081, -3.13376, -1.29629)
C (3.01097, -2.82949, -2.41133)
C (0.15848, -3.91050, -2.27409)
O (0.94938, -1.70997, -0.72427)
H (2.45404, -5.14424, -0.12137)
H (1.16908, -4.34784, 0.80348)
H (2.78099, -3.62429, 0.73815)
H (3.45609, -3.77152, -2.73907)
H (3.76513, -2.25449, -1.86986)
H (2.71487, -2.26543, -3.29900)
H (0.41785, -4.89826, -2.66069)
H (-0.10288, -3.27214, -3.12290)
H (-0.73019, -4.00834, -1.64558)

***

[2]
The following is a quantum chemistry calculation of a molecular structure, C25H26N8O2Tc, from the Open Molecules 2025 dataset.

Output
Kohn-Sham gap (alpha / beta): 6.18 / 6.33 eV
Calculated total energy: -1637.54075 Ha
LUMO (alpha / beta): 0.07 / -0.34 eV
Energy above the lowest of the compared OMol25 structures with the same formula, charge and spin: 0.0 kJ/mol
2S+1: 4

Element x y z (Å)
Tc (-0.07878, -0.05182, 0.06450)
O (-1.97495, -0.69276, -0.02595)
C (-2.87164, -0.48464, -0.93849)
C (-4.12566, -1.12935, -0.81006)
C (-5.12002, -0.94131, -1.73209)
C (-4.94071, -0.09740, -2.84348)
C (-3.73845, 0.53828, -2.98810)
C (-2.68723, 0.36550, -2.06277)
C (-1.47610, 1.09446, -2.32107)
N (-0.40795, 1.08425, -1.61551)
C (0.73638, 1.92193, -2.02617)
C (1.74537, 1.98634, -0.87473)
N (1.83808, 0.60948, -0.39720)
C (2.86648, -0.10873, -0.66293)
C (2.88102, -1.55016, -0.65404)
C (4.11340, -2.22176, -0.54154)
C (4.20512, -3.58092, -0.68784)
C (3.03778, -4.29672, -1.02193)
C (1.82778, -3.67073, -1.17548)
C (1.68893, -2.26758, -0.98228)
O (0.53884, -1.70545, -1.12539)
H (-4.26459, -1.77283, 0.04839)
H (-6.06553, -1.45399, -1.59971)
H (-5.73429, 0.04676, -3.56280)
H (-3.57349, 1.19883, -3.83313)
H (-1.48717, 1.73567, -3.20542)
H (0.39661, 2.91868, -2.31080)
H (1.22023, 1.45383, -2.88735)
H (1.36861, 2.60944, -0.06708)
H (2.70946, 2.36001, -1.22965)
H (3.78136, 0.40463, -0.97352)
H (5.00439, -1.63884, -0.32848)
H (5.15617, -4.08616, -0.59180)
H (3.10095, -5.36769, -1.17817)
H (0.93420, -4.21770, -1.44816)
C (-1.79289, 3.63830, 0.10935)
C (-1.82235, 3.33263, 1.57814)
C (-2.47990, 4.18609, 2.44868)
C (-2.57662, 3.90819, 3.80521)
C (-2.01042, 2.73610, 4.28579)
C (-1.33631, 1.85809, 3.45181)
C (-0.74425, 0.59323, 4.00419)
C (-1.20503, 2.15019, 2.07026)
N (-0.50885, 1.32011, 1.25130)
H (-2.32618, 4.56585, -0.10076)
H (-2.25956, 2.83467, -0.46286)
H (-0.77061, 3.74448, -0.25956)
H (-2.94115, 5.08369, 2.05019)
H (-3.09846, 4.58310, 4.47091)
H (-2.09588, 2.49062, 5.33919)
H (-1.05967, 0.43905, 5.03621)
H (0.34864, 0.62852, 3.99328)
H (-1.04279, -0.27497, 3.41230)
N (1.83320, -4.34985, 2.71197)
N (1.59546, -3.00847, 2.44494)
N (2.30532, -2.04457, 2.99238)
C (1.69713, -0.97671, 2.49296)
N (0.69582, -1.32196, 1.67988)
N (0.63584, -2.64218, 1.67185)
H (2.79158, -4.39981, 3.03972)
H (1.74272, -4.83758, 1.82496)
H (1.98056, 0.04125, 2.69426)

***

Number 2 is which compound? C25H26N8O2Tc

***

The highest calculated total energy belongs to which entry? C25H26N8O2Tc

***

Please write out number 2 again, unchanged.
The following is a quantum chemistry calculation of a molecular structure, C25H26N8O2Tc, from the Open Molecules 2025 dataset.

Output
Kohn-Sham gap (alpha / beta): 6.18 / 6.33 eV
Calculated total energy: -1637.54075 Ha
LUMO (alpha / beta): 0.07 / -0.34 eV
Energy above the lowest of the compared OMol25 structures with the same formula, charge and spin: 0.0 kJ/mol
2S+1: 4

Element x y z (Å)
Tc (-0.07878, -0.05182, 0.06450)
O (-1.97495, -0.69276, -0.02595)
C (-2.87164, -0.48464, -0.93849)
C (-4.12566, -1.12935, -0.81006)
C (-5.12002, -0.94131, -1.73209)
C (-4.94071, -0.09740, -2.84348)
C (-3.73845, 0.53828, -2.98810)
C (-2.68723, 0.36550, -2.06277)
C (-1.47610, 1.09446, -2.32107)
N (-0.40795, 1.08425, -1.61551)
C (0.73638, 1.92193, -2.02617)
C (1.74537, 1.98634, -0.87473)
N (1.83808, 0.60948, -0.39720)
C (2.86648, -0.10873, -0.66293)
C (2.88102, -1.55016, -0.65404)
C (4.11340, -2.22176, -0.54154)
C (4.20512, -3.58092, -0.68784)
C (3.03778, -4.29672, -1.02193)
C (1.82778, -3.67073, -1.17548)
C (1.68893, -2.26758, -0.98228)
O (0.53884, -1.70545, -1.12539)
H (-4.26459, -1.77283, 0.04839)
H (-6.06553, -1.45399, -1.59971)
H (-5.73429, 0.04676, -3.56280)
H (-3.57349, 1.19883, -3.83313)
H (-1.48717, 1.73567, -3.20542)
H (0.39661, 2.91868, -2.31080)
H (1.22023, 1.45383, -2.88735)
H (1.36861, 2.60944, -0.06708)
H (2.70946, 2.36001, -1.22965)
H (3.78136, 0.40463, -0.97352)
H (5.00439, -1.63884, -0.32848)
H (5.15617, -4.08616, -0.59180)
H (3.10095, -5.36769, -1.17817)
H (0.93420, -4.21770, -1.44816)
C (-1.79289, 3.63830, 0.10935)
C (-1.82235, 3.33263, 1.57814)
C (-2.47990, 4.18609, 2.44868)
C (-2.57662, 3.90819, 3.80521)
C (-2.01042, 2.73610, 4.28579)
C (-1.33631, 1.85809, 3.45181)
C (-0.74425, 0.59323, 4.00419)
C (-1.20503, 2.15019, 2.07026)
N (-0.50885, 1.32011, 1.25130)
H (-2.32618, 4.56585, -0.10076)
H (-2.25956, 2.83467, -0.46286)
H (-0.77061, 3.74448, -0.25956)
H (-2.94115, 5.08369, 2.05019)
H (-3.09846, 4.58310, 4.47091)
H (-2.09588, 2.49062, 5.33919)
H (-1.05967, 0.43905, 5.03621)
H (0.34864, 0.62852, 3.99328)
H (-1.04279, -0.27497, 3.41230)
N (1.83320, -4.34985, 2.71197)
N (1.59546, -3.00847, 2.44494)
N (2.30532, -2.04457, 2.99238)
C (1.69713, -0.97671, 2.49296)
N (0.69582, -1.32196, 1.67988)
N (0.63584, -2.64218, 1.67185)
H (2.79158, -4.39981, 3.03972)
H (1.74272, -4.83758, 1.82496)
H (1.98056, 0.04125, 2.69426)